Entry 1:
C6H12N2 | the ωB97M-V functional and the def2-TZVPD basis

Spin multiplicity: 2
Molar mass (g mol⁻¹): 112.176
Net charge: -1
ΔE to the lowest compared entry with this formula, charge and spin (kcal per mole): 46.1
Maximum force (eV Å⁻¹): 11.2
HOMO level (spin up / spin down) (eV): 1.221 / -4.860

Structure (XYZ):
```
20
Properties=species:S:1:pos:R:3:mulliken_spin:R:1
C 0.7991 1.9093 -1.5187 -0.010
C 1.1212 2.8216 -0.3823 0.022
H 0.5142 2.3151 -2.4466 -0.162
H 1.5160 1.0871 -2.0143 -0.016
H 0.0763 1.1993 -1.1435 0.175
H 0.2988 2.4656 0.3719 0.095
H 2.0528 2.6987 0.1290 0.006
H 1.0955 3.8350 -0.7458 -0.072
C 1.1693 -0.3328 1.7433 0.432
C -1.2637 -0.6532 0.9406 2.291
C 0.0986 -0.7250 0.8147 -0.121
C -0.8650 -1.5937 -0.9911 1.252
N -1.9038 -1.2147 -0.0874 -0.662
N 0.3667 -1.3791 -0.4157 0.189
H -1.7319 -0.2249 1.8380 -0.185
H -2.7801 -1.3049 -0.1527 -1.474
H 1.8477 -1.1319 2.0842 -0.071
H 0.7778 0.2544 2.6397 -0.119
H -1.1082 -1.8801 -1.9134 -0.556
H 1.8442 0.2849 1.2357 -0.015
```

***

Entry 2:
C6H12N2 | the ωB97M-V functional and the def2-TZVPD basis

Spin multiplicity: 1
Molar mass (g mol⁻¹): 112.176
ΔE to the lowest compared entry with this formula, charge and spin (kcal per mole): 113.2
Maximum force (eV Å⁻¹): 3.3
Structure (SMILES): CNN(C)C1=C(C)C1
HOMO level (eV): -7.300

Structure (XYZ):
```
20
Properties=species:S:1:pos:R:3:nbo_charge:R:1
C -1.3269 -0.0269 -0.9890 -0.073
C -0.7661 0.0393 0.2094 0.170
C -1.9323 -0.8251 0.1680 -0.417
C -1.5197 0.2720 -2.4239 -0.657
C 2.2938 0.4707 -0.2621 -0.437
C 0.3781 -0.4753 2.3231 -0.407
N 1.4598 1.1290 0.7681 -0.439
N 0.3130 0.3443 1.1045 -0.297
H -2.7946 -0.5432 0.7297 0.169
H -1.7599 -1.9613 0.2506 0.148
H -1.2908 1.3469 -2.7044 0.229
H -2.5816 0.1125 -2.7482 0.233
H -0.7208 -0.5098 -2.8002 0.235
H 2.4579 -0.5885 -0.0857 0.205
H 1.8158 0.5880 -1.3427 0.172
H 3.3383 0.8480 -0.2925 0.206
H 1.1204 -1.2396 2.0319 0.170
H 0.8808 0.0449 3.1159 0.209
H -0.4809 -1.0486 2.6128 0.222
H 1.1158 2.0227 0.3347 0.357
```

***

Entry 3:
C6H12N2 | the ωB97M-V functional and the def2-TZVPD basis

Spin multiplicity: 1
Molar mass (g mol⁻¹): 112.176
ΔE to the lowest compared entry with this formula, charge and spin (kcal per mole): 12.9
Maximum force (eV Å⁻¹): 2.5
Structure (SMILES): Cc1c[nH]cn1.CC
HOMO level (eV): -8.555

Structure (XYZ):
```
20
Properties=species:S:1:pos:R:3:nbo_charge:R:1
C -2.9026 0.3901 1.3458 -0.609
C -2.5333 -1.1220 1.3950 -0.615
H -3.2171 0.7336 2.3285 0.202
H -2.0964 1.0295 0.9874 0.203
H -3.6354 0.5247 0.5477 0.204
H -1.7593 -1.2335 0.6346 0.207
H -2.2605 -1.3506 2.4181 0.202
H -3.3985 -1.7052 1.0837 0.206
C 2.2990 1.7562 -1.9642 -0.642
C 1.7980 0.5635 -1.2163 0.098
C 1.6056 0.4092 0.1297 -0.126
C 1.3476 -1.5179 -0.9104 0.157
N 1.6475 -0.6454 -1.8393 -0.463
N 1.3913 -0.9266 0.3308 -0.525
H 3.2994 1.3690 -2.2356 0.227
H 2.6415 2.5054 -1.2482 0.217
H 1.5360 1.1658 0.8860 0.216
H 1.3294 -2.5894 -1.0101 0.195
H 1.1559 -1.4275 1.1722 0.416
H 1.7518 2.0713 -2.8355 0.230
```

***

Entry 4:
C6H12N2 | the ωB97M-V functional and the def2-TZVPD basis

Spin multiplicity: 1
Molar mass (g mol⁻¹): 112.176
ΔE to the lowest compared entry with this formula, charge and spin (kcal per mole): 54.5
Maximum force (eV Å⁻¹): 2.5
Structure (SMILES): C/N=C\C(C)=C(/C)N
HOMO level (eV): -7.359

Structure (XYZ):
```
20
Properties=species:S:1:pos:R:3:nbo_charge:R:1
C 0.6512 -1.4789 1.6700 -0.427
C -0.2457 1.7937 0.8615 -0.664
C 0.0744 -0.3380 -2.3296 -0.624
C -0.5724 0.5906 0.0076 0.341
C 0.3399 0.0107 -0.8962 -0.261
N -1.9142 0.3555 -0.1150 -0.792
C 1.5537 -0.3008 -0.2404 0.109
N 1.5493 -0.5152 1.0684 -0.487
H -2.1915 -0.5298 -0.5176 0.393
H -2.5280 0.7446 0.5898 0.391
H 2.5129 -0.1394 -0.7512 0.163
H 0.0669 -0.9935 2.4590 0.179
H -0.0447 -1.9659 0.9705 0.164
H 1.2336 -2.2728 2.1548 0.196
H -0.5457 1.6282 1.8995 0.212
H -0.7923 2.6682 0.4852 0.218
H 0.8155 2.0344 0.8392 0.249
H 0.0383 0.5690 -2.9430 0.212
H -0.8641 -0.8799 -2.4826 0.205
H 0.8629 -0.9806 -2.7300 0.221
```

***

Entry 5:
C6H12N2 | the ωB97M-V functional and the def2-TZVPD basis

Spin multiplicity: 1
Molar mass (g mol⁻¹): 112.176
ΔE to the lowest compared entry with this formula, charge and spin (kcal per mole): 81.0
Maximum force (eV Å⁻¹): 8.0
Structure (SMILES): CC/N=C\N1C[C@H]1C
HOMO level (eV): -8.857

Structure (XYZ):
```
20
Properties=species:S:1:pos:R:3:nbo_charge:R:1
C 2.8821 0.3261 -0.5284 -0.608
C 2.0668 0.7262 0.7007 -0.250
C -0.2282 1.2076 0.1365 0.282
C -0.3538 -1.1195 -0.4818 -0.266
C -1.7661 -0.5177 -0.3936 -0.053
C -2.9881 -1.4457 0.0355 -0.637
H 2.1077 -0.3041 -1.0890 0.204
H 3.3775 1.0927 -1.0360 0.215
H 3.6879 -0.4686 -0.3717 0.209
H 2.5635 1.2083 1.5349 0.210
H 1.7674 -0.2569 1.2291 0.173
H -0.9579 2.0247 -0.1304 0.167
H 0.2733 -0.9504 -1.3754 0.202
H -0.1896 -2.1903 -0.1479 0.208
H -2.0889 0.2146 -0.9417 0.175
H -3.8392 -0.9470 0.5194 0.221
H -2.6181 -2.0683 0.8883 0.213
H -3.1996 -2.2113 -0.8286 0.221
N 0.9114 1.5051 0.2129 -0.439
N -0.7057 -0.1058 0.4922 -0.447
```

***

Entry 6:
C6H12N2 | the ωB97M-V functional and the def2-TZVPD basis

Spin multiplicity: 1
Molar mass (g mol⁻¹): 112.176
ΔE to the lowest compared entry with this formula, charge and spin (kcal per mole): 12.1
Maximum force (eV Å⁻¹): 2.2
Structure (SMILES): Cc1c[nH]cn1.CC
HOMO level (eV): -8.504

Structure (XYZ):
```
20
Properties=species:S:1:pos:R:3:nbo_charge:R:1
C 1.7181 -2.5886 -1.9515 -0.625
C 0.3037 -2.5538 -2.5032 -0.618
H 2.4381 -3.0579 -2.6222 0.201
H 2.0849 -1.5550 -1.8507 0.208
H 1.9169 -2.8835 -0.9232 0.214
H -0.1842 -1.5850 -2.3595 0.209
H -0.2899 -3.2545 -1.9123 0.203
H 0.1582 -2.6986 -3.5590 0.206
C 1.3984 0.8507 1.9626 -0.633
C -0.7727 1.9974 1.3258 -0.120
C 0.2319 1.0863 1.0692 0.094
C -1.4730 0.4609 -0.0857 0.159
N -1.8583 1.5472 0.6278 -0.515
N -0.2323 0.1596 0.1872 -0.464
H -0.7827 2.8878 1.9288 0.213
H -2.7830 1.9367 0.6875 0.414
H 1.8278 1.7832 2.3261 0.215
H 2.1621 0.2448 1.4770 0.225
H -2.1635 -0.0631 -0.7165 0.195
H 1.0781 0.2664 2.8252 0.217
```

***

Entry 7:
C6H12N2 | the ωB97M-V functional and the def2-TZVPD basis

Spin multiplicity: 1
Molar mass (g mol⁻¹): 112.176
ΔE to the lowest compared entry with this formula, charge and spin (kcal per mole): 182.6
Maximum force (eV Å⁻¹): 4.5
HOMO level (eV): -8.739

Structure (XYZ):
```
20
Properties=species:S:1:pos:R:3:nbo_charge:R:1
C 1.3899 -0.7417 1.2234 -0.244
C 1.0678 0.0935 0.0003 -0.267
C -0.0222 1.8553 -1.2360 -0.283
C -1.1641 0.6933 -1.1327 -0.298
C -1.4729 -0.5678 -0.7162 -0.168
C -1.0383 -1.2998 0.6675 -0.295
H 1.2135 -0.1356 2.3001 0.164
H 2.3906 -1.2959 1.2408 0.213
H 0.0166 0.5008 0.2120 0.200
H 1.0519 -0.4404 -0.9567 0.207
H 1.7079 1.9847 0.3320 0.334
H 0.1260 1.9941 -2.3827 0.229
H -0.1480 3.0219 -0.5655 0.235
H -1.8307 0.8226 -1.9447 0.212
H -2.4267 -1.0581 -1.3727 0.219
H -1.5721 -2.1814 0.8850 0.199
H -1.3317 -0.5833 1.4369 0.188
H 0.0494 -2.2707 1.7028 0.355
N 1.5064 1.4509 -0.5925 -0.610
N 0.4865 -1.8424 0.8991 -0.589
```

***

Entry 8:
C6H12N2 | the ωB97M-V functional and the def2-TZVPD basis

Spin multiplicity: 1
Molar mass (g mol⁻¹): 112.176
ΔE to the lowest compared entry with this formula, charge and spin (kcal per mole): 5.3
Maximum force (eV Å⁻¹): 1.8
Structure (SMILES): Cc1c[nH]cn1.CC
HOMO level (eV): -8.621

Structure (XYZ):
```
20
Properties=species:S:1:pos:R:3:nbo_charge:R:1
C -1.2469 -2.3600 -0.0096 -0.614
C -1.2081 -3.2111 -1.2598 -0.607
H -0.3084 -1.8832 0.2728 0.218
H -1.9755 -1.5667 -0.0495 0.196
H -1.5343 -2.9737 0.8543 0.201
H -2.1097 -3.7971 -1.3719 0.203
H -0.3830 -3.9339 -1.2796 0.206
H -1.0659 -2.6060 -2.1591 0.195
C 1.7970 1.4674 1.9347 -0.637
C 0.2381 0.4726 -1.0963 0.151
C 0.9316 1.3023 0.7549 0.082
C -0.3571 1.7222 0.6038 -0.114
N 1.2795 0.5167 -0.3160 -0.459
N -0.7908 1.1854 -0.5719 -0.521
H 0.3223 -0.1562 -1.9701 0.208
H -1.6469 1.3058 -1.0829 0.417
H -0.9905 2.4067 1.1422 0.216
H 2.8449 1.6566 1.7249 0.225
H 1.8513 0.6413 2.6450 0.221
H 1.5242 2.3624 2.4944 0.213
```

***

Entry 9:
C6H12N2 | the ωB97M-V functional and the def2-TZVPD basis

Spin multiplicity: 1
Molar mass (g mol⁻¹): 112.176
ΔE to the lowest compared entry with this formula, charge and spin (kcal per mole): 54.8
Maximum force (eV Å⁻¹): 4.2
Structure (SMILES): [H]/N=C(\C#N)C(C)C.C
HOMO level (eV): -10.815

Structure (XYZ):
```
20
Properties=species:S:1:pos:R:3:nbo_charge:R:1
C 1.1599 1.3061 -0.9316 0.203
C -0.0726 -0.6519 2.3029 -0.598
C 1.9593 -0.9375 0.8800 -0.601
C -1.3176 -0.2630 -3.1940 -0.855
C 0.5765 -0.3826 0.8697 -0.282
C 0.6339 1.0237 0.4014 0.201
N 1.5015 1.7947 -1.9290 -0.261
N 0.0274 1.9088 1.1337 -0.545
H -1.2009 -0.4630 2.1039 0.228
H 0.1241 -1.7318 2.4364 0.213
H 0.5362 0.0332 2.9075 0.228
H 2.5722 -0.4590 1.7241 0.221
H 1.8310 -2.1895 0.9532 0.210
H 2.4256 -0.8928 -0.0942 0.220
H -0.1394 -0.3215 -3.2572 0.221
H -1.8402 -1.2285 -3.1516 0.213
H -1.7574 0.3872 -3.9251 0.218
H 0.0123 -0.8504 0.1336 0.215
H -1.4674 0.1903 -2.2383 0.202
H -0.0036 2.8251 0.8581 0.349
```

***

Entry 10:
C6H12N2 | the ωB97M-V functional and the def2-TZVPD basis

Spin multiplicity: 1
Molar mass (g mol⁻¹): 112.176
ΔE to the lowest compared entry with this formula, charge and spin (kcal per mole): 38.4
Maximum force (eV Å⁻¹): 2.6
Structure (SMILES): C=CC(N)(N)C(=C)C
HOMO level (eV): -8.990

Structure (XYZ):
```
20
Properties=species:S:1:pos:R:3:nbo_charge:R:1
C -2.1529 1.2106 0.4723 -0.426
C -0.3860 -0.2953 -0.4624 0.197
N -0.3297 -1.6847 -0.8700 -0.845
N -0.3869 0.4902 -1.6789 -0.838
C -1.5437 0.0190 0.4175 -0.164
H 0.3702 0.1761 -2.2756 0.369
H -0.2216 1.4682 -1.4742 0.368
H -1.0378 -1.8564 -1.5760 0.375
H -0.4990 -2.2978 -0.0822 0.361
H -1.6646 -0.6757 1.2367 0.196
H -2.9926 1.3650 1.1324 0.203
H -0.0113 1.7368 1.2074 0.215
H -2.1496 1.8650 -0.3871 0.198
C 2.1102 -0.8810 0.2787 -0.665
C 0.9844 0.0784 0.4384 0.032
C 0.9576 1.1746 1.1559 -0.447
H 2.1235 -1.2906 -0.7302 0.234
H 1.9766 -1.7302 0.9507 0.219
H 3.0609 -0.4011 0.5046 0.216
H 1.7922 1.5289 1.7417 0.201
```

***

Entry 11:
C6H12N2 | the ωB97M-V functional and the def2-TZVPD basis

Spin multiplicity: 1
Molar mass (g mol⁻¹): 112.176
ΔE to the lowest compared entry with this formula, charge and spin (kcal per mole): 111.3
Maximum force (eV Å⁻¹): 0.5
HOMO level (spin up / spin down) (eV): -7.377 / -7.376

Structure (XYZ):
```
20
Properties=species:S:1:pos:R:3:nbo_charge:R:1
C 0.7817 0.1133 1.1811 -0.416
C 0.9646 -1.2998 1.6866 -0.654
C 0.7669 1.8391 -0.9738 -0.642
C -0.8165 -0.1783 -0.9690 -0.019
C -1.2609 -0.1676 0.3424 0.310
N -1.5152 -0.7237 -2.0237 -0.788
C 0.4829 0.3654 -1.0854 -0.073
N -2.0303 -0.8479 1.0583 -0.714
H -2.2951 -1.3183 -1.7881 0.391
H -1.6408 -0.1880 -2.8684 0.380
H -2.2193 -0.4431 1.9761 0.354
H 1.7290 0.5257 0.8465 0.190
H 0.3385 0.8103 1.8879 0.200
H 1.1326 -0.1412 -1.8074 0.196
H 1.8490 -1.3606 2.3322 0.209
H 1.1190 -1.9979 0.8600 0.211
H 0.1050 -1.6561 2.2516 0.216
H 0.5831 2.3105 -1.9482 0.215
H 0.1160 2.3177 -0.2427 0.224
H 1.8099 2.0406 -0.7158 0.210
```

***

Entry 12:
C6H12N2 | the ωB97M-V functional and the def2-TZVPD basis

Spin multiplicity: 2
Molar mass (g mol⁻¹): 112.176
Net charge: +1
ΔE to the lowest compared entry with this formula, charge and spin (kcal per mole): 13.8
Maximum force (eV Å⁻¹): 2.6
HOMO level (spin up / spin down) (eV): -14.750 / -14.762

Structure (XYZ):
```
20
Properties=species:S:1:pos:R:3:mulliken_spin:R:1
C -1.9203 -1.5163 -1.6215 0.000
C -0.3909 -1.4651 -1.5500 -0.001
H -2.3840 -0.6132 -2.0190 0.001
H -2.2827 -2.2910 -2.3101 0.000
H -2.4078 -1.8474 -0.7013 0.000
H -0.1526 -1.3952 -0.4866 0.012
H 0.1541 -2.2738 -2.0286 0.001
H -0.0727 -0.6205 -2.1698 -0.002
C 2.0802 2.0052 0.1832 0.028
C -0.2545 1.1966 0.8701 0.349
C 1.1426 1.1020 0.8315 0.343
C 0.4611 -0.3104 2.2524 0.275
N -0.6859 0.3076 1.7921 0.002
N 1.5661 0.1456 1.6970 -0.072
H -0.9161 1.6461 0.1440 0.007
H -1.6361 0.1752 2.1410 -0.003
H 2.3857 1.6789 -0.8242 0.040
H 3.0792 2.0717 0.6260 0.006
H 0.4486 -1.0527 3.0374 0.006
H 1.7858 3.0566 0.1362 0.008
```